No. 1
DFT (ωB97M-V with the def2-TZVPD basis set) results for a structure of composition C21H22FN4O4PbS.

Atoms and positions in Å:
Pb (-4.8358, 0.8420, 2.1612)
C (0.6299, -4.6249, -1.4371)
C (-0.2880, -3.6852, -2.2301)
N (-1.0001, -2.6333, -1.4873)
C (-2.2497, -2.7868, -1.1008)
C (-2.9345, -1.9445, -0.2195)
C (-4.3664, -2.2311, 0.0027)
O (-4.9953, -3.0697, -0.6586)
O (-5.1000, -1.7269, 0.8938)
C (-2.2889, -0.8063, 0.3101)
O (-2.8310, -0.0150, 1.0728)
C (-0.9332, -0.5818, -0.2044)
C (-0.1993, 0.5226, 0.2934)
C (1.1237, 0.7534, -0.0398)
F (1.7414, 1.8657, 0.3316)
C (1.7271, -0.1387, -0.9845)
C (1.0350, -1.2484, -1.4284)
C (-0.2995, -1.5295, -1.0005)
N (3.0738, 0.1469, -1.5105)
C (3.7374, -0.9609, -2.2096)
C (5.1849, -0.7541, -2.3560)
N (5.3084, 0.4912, -3.2211)
C (4.5078, 1.6868, -2.6882)
C (3.0835, 1.2500, -2.4445)
H (0.9744, -5.4291, -2.1193)
H (0.0014, -5.1004, -0.6252)
H (1.4312, -4.0614, -0.9870)
H (-1.0879, -4.2165, -2.8372)
H (0.2441, -3.0865, -2.9830)
H (-2.8168, -3.6253, -1.4344)
H (-0.7678, 1.2895, 0.8553)
H (1.4405, -1.8608, -2.2075)
H (3.3192, -1.1899, -3.1669)
H (3.5829, -1.9016, -1.6454)
H (5.6066, -1.6135, -2.9382)
H (5.7696, -0.5583, -1.4677)
H (5.0511, 0.3348, -4.1899)
H (6.2817, 0.7910, -3.3612)
H (4.4843, 2.5075, -3.3777)
H (5.0635, 1.9985, -1.7706)
H (2.5768, 1.0027, -3.4119)
H (2.5597, 2.1114, -1.9936)
O (-4.5674, 1.3493, 4.3079)
N (-4.0154, 2.5332, 4.6029)
C (-4.2569, 2.8910, 5.9147)
C (-3.7569, 4.0875, 6.3527)
C (-2.9358, 4.8621, 5.5312)
C (-2.7448, 4.4546, 4.2208)
C (-3.3955, 3.2901, 3.7311)
S (-3.3659, 2.9548, 1.9960)
H (-4.8465, 2.1965, 6.4579)
H (-3.9653, 4.3386, 7.3833)
H (-2.4519, 5.7623, 5.8321)
H (-2.2433, 5.0665, 3.4864)

Calculated values
HOMO-LUMO gap (spin up / spin down) = 7.88 / 5.71 eV
Net charge = +2
Spin multiplicity = 2
Maximum force = 3.180 eV/Å

The net atomic charges from Löwdin, expressed in e, are: Pb 1.36; C -0.04; C -0.18; N -0.02; C 0.06; C -0.01; C -0.55; O 0.22; O 0.05; C -0.31; O -0.17; C -0.04; C 0.11; C -0.19; F 0.12; C -0.10; C 0.06; C -0.10; N -0.07; C -0.20; C -0.07; N 0.07; C -0.06; C -0.17; H 0.10; H 0.11; H 0.06; H 0.16; H 0.11; H 0.15; H 0.13; H 0.09; H 0.12; H 0.15; H 0.16; H 0.15; H 0.18; H 0.19; H 0.13; H 0.16; H 0.15; H 0.15; O -0.37; N -0.21; C 0.03; C -0.02; C -0.02; C -0.06; C -0.63; S 0.57; H 0.14; H 0.12; H 0.11; H 0.11

=====

No. 2
DFT (ωB97M-V with the def2-TZVPD basis set) results for the ion CH4N5S with charge +1.

Atoms and positions in Å:
C (-0.0688, -0.8989, 0.0186)
N (-0.8887, -1.7228, -0.0120)
N (-0.6918, 0.6861, 0.2086)
N (-2.4734, -0.5641, 0.2877)
N (-1.9196, 0.4679, 0.4143)
N (1.4157, -0.7644, 0.0006)
S (0.0502, 2.2296, 0.0322)
H (2.0803, -1.0639, 0.7833)
H (1.5966, 0.2196, -0.3426)
H (1.7626, -1.4315, -0.8245)
H (-0.8632, 2.8424, -0.5662)

Calculated values
Relative energy (zero: lowest compared OMol25 entry of this formula, charge and spin) = 44.7 kcal/mol
HOMO-LUMO gap = 9.08 eV
Net charge = +1
Maximum force = 4.829 eV/Å

The net atomic charges from Löwdin, expressed in e, are: C -0.39; N 0.19; N -0.45; N 0.24; N -0.12; N 0.22; S 0.89; H 0.22; H 0.12; H 0.24; H -0.17

=====

No. 3
DFT (ωB97M-V with the def2-TZVPD basis set) results for an isolated molecule of C3H5N3S2.

Atoms and positions in Å:
C (1.0961, -0.1374, 0.1857)
C (0.8092, -1.4635, 0.1493)
C (-1.0888, -0.2473, -0.0281)
H (2.4338, 1.2336, -1.1475)
H (1.6799, -2.3870, 0.2575)
H (-1.0982, -2.2915, -0.5429)
H (-2.6710, 0.9632, -0.2267)
H (-0.8365, 2.4915, 1.2910)
N (-0.5440, -1.5360, 0.1030)
N (-2.3316, -0.0406, -0.2221)
N (-0.1218, 0.7015, 0.2374)
S (2.8141, 0.3975, -0.0543)
S (-0.1413, 2.3160, -0.0023)

Calculated values
SMILES = [H]/N=c1/[nH]cc(S)n1S
Relative energy (zero: lowest compared OMol25 entry of this formula, charge and spin) = 61.5 kcal/mol
HOMO-LUMO gap = 8.02 eV
Maximum force = 5.567 eV/Å

The net atomic charges from Löwdin, expressed in e, are: C -0.67; C -0.20; C -0.57; H -0.10; H 0.19; H 0.22; H 0.04; H -0.03; N 0.03; N 0.09; N -0.50; S 0.69; S 0.79

=====

No. 4
DFT (ωB97M-V with the def2-TZVPD basis set) results for an isolated molecule of FNO4S.

Atoms and positions in Å:
N (0.2455, 0.9165, 0.5639)
O (0.6773, 0.5490, 1.5917)
O (0.1412, 1.9542, 0.0158)
O (-0.7000, -1.9858, 0.6185)
O (-1.3075, -0.2221, -1.5443)
F (1.0628, -0.7907, -1.1848)
S (-0.4142, -0.5802, -0.5220)

Calculated values
SMILES = O=[N+]([O-])S(=O)(=O)F
Relative energy (zero: lowest compared OMol25 entry of this formula, charge and spin) = 80.7 kcal/mol
HOMO-LUMO gap (spin up / spin down) = 9.82 / 9.82 eV
Maximum force = 7.892 eV/Å

The net atomic charges from Löwdin, expressed in e, are: N -0.44; O 0.15; O 0.14; O -0.38; O -0.25; F -0.20; S 0.99

=====

No. 5
DFT (ωB97M-V with the def2-TZVPD basis set) results for the ion C8H12F4P with charge +1.

Atoms and positions in Å:
C (-3.9860, -2.3190, 0.5898)
C (2.8744, 2.1950, -1.9315)
C (-2.6724, -2.2582, 0.8408)
C (2.2845, 2.1050, -0.7692)
C (2.0781, 0.5935, 1.3045)
C (-1.5240, -2.1188, -0.2241)
C (1.8486, 0.8463, -0.1927)
C (0.3818, 1.0098, -0.4702)
F (0.0822, 1.0614, -1.7769)
F (-0.1311, 2.0887, 0.1270)
F (-0.9326, -0.1537, 1.6907)
F (-2.2584, 0.3712, -0.2613)
P (-0.9426, -0.4438, 0.1400)
H (-4.5232, -2.4267, 1.5097)
H (-4.4506, -2.4076, -0.3216)
H (3.0185, 3.0983, -2.5472)
H (3.1696, 1.3824, -2.6339)
H (-2.3547, -2.2245, 1.8214)
H (2.0688, 2.9958, -0.0878)
H (1.7121, 1.3418, 1.9650)
H (3.0619, 0.5954, 1.6532)
H (1.7623, -0.3083, 1.7523)
H (-1.8774, -2.0445, -1.3828)
H (-0.8972, -2.9368, -0.2117)
H (2.2074, -0.0425, -0.5835)

Calculated values
HOMO-LUMO gap = 8.80 eV
Net charge = +1
Maximum force = 3.890 eV/Å

The net atomic charges from Löwdin, expressed in e, are: C 0.09; C 0.06; C -0.20; C -0.17; C -0.03; C -0.19; C -0.30; C -0.50; F 0.10; F 0.13; F -0.09; F -0.10; P 1.05; H 0.08; H 0.06; H 0.09; H 0.09; H 0.07; H 0.16; H 0.09; H 0.08; H 0.07; H 0.18; H 0.06; H 0.14